Record 1
{"formula": "C5H14O", "method": "ωB97M-V with the def2-TZVPD basis set", "elements": ["C", "C", "O", "H", "H", "H", "H", "H", "H", "C", "C", "C", "H", "H", "H", "H", "H", "H", "H", "H"], "xyz": [[-0.63, -1.67, -1.21], [-1.17, -1.56, -2.64], [-1.09, -2.89, -0.66], [0.46, -1.61, -1.17], [-1.03, -0.83, -0.60], [-0.76, -2.33, -3.29], [-0.38, -3.48, -0.37], [-0.87, -0.61, -3.09], [-2.23, -1.63, -2.51], [0.82, 0.95, 1.15], [0.73, 2.33, 0.38], [0.53, 1.13, 2.64], [0.10, 0.23, 0.78], [1.83, 0.59, 1.01], [1.74, 2.74, 0.27], [-0.17, 1.95, 2.80], [-0.01, 2.92, 0.92], [0.36, 2.16, -0.62], [0.34, 0.14, 3.06], [1.44, 1.48, 3.16]], "smiles": "CCC.CCO", "de_lowest_kj_mol": 100.08, "energy_ha": -274.10394, "max_force_ev_per_a": 1.80}

---

Record 2
{"formula": "C5H14O", "method": "ωB97M-V with the def2-TZVPD basis set", "elements": ["C", "C", "C", "C", "C", "H", "H", "H", "H", "H", "H", "H", "H", "H", "H", "H", "H", "H", "H", "O"], "xyz": [[-0.80, -1.49, 1.30], [-1.85, -0.42, 1.03], [-1.86, 0.14, -0.32], [-0.82, 1.34, -0.44], [-0.15, 1.48, -1.82], [-1.31, -2.43, 1.54], [-0.08, -1.73, 0.39], [-0.26, -1.12, 2.19], [-2.83, -1.05, 0.77], [-2.23, 0.13, 1.92], [-2.82, 0.37, -0.87], [-1.41, -0.63, -1.01], [-0.10, 1.11, 0.31], [-1.30, 2.27, -0.14], [0.66, 2.12, -1.93], [-0.72, 1.77, -2.62], [0.10, 0.35, -1.93], [5.98, -0.36, 1.25], [5.50, -1.14, -0.05], [6.29, -0.70, 0.42]], "smiles": "CCCCC.O", "de_lowest_kj_mol": 204.62, "energy_ha": -274.06412, "max_force_ev_per_a": 6.01}

---

Record 3
{"formula": "C5H14O2", "method": "ωB97M-V with the def2-TZVPD basis set", "elements": ["C", "C", "C", "C", "C", "H", "H", "H", "H", "H", "H", "H", "H", "H", "H", "H", "H", "O", "H", "H", "O"], "xyz": [[-1.54, -0.45, 0.43], [-1.01, 0.89, 0.06], [-1.50, 1.56, -0.98], [-1.00, 2.85, -1.56], [0.16, 1.36, 0.84], [-0.73, -1.18, 0.58], [-2.23, -0.91, -0.27], [-2.06, -0.52, 1.39], [-2.37, 1.16, -1.50], [0.09, 2.97, -1.57], [-1.26, 2.86, -2.62], [-1.36, 3.77, -1.11], [0.98, 0.65, 0.81], [-0.12, 1.51, 1.88], [0.57, 2.28, 0.43], [1.47, -4.29, -0.31], [0.57, -3.65, -1.36], [0.87, -3.57, -0.48], [2.69, -0.50, 1.27], [2.28, -1.73, 1.97], [2.98, -1.40, 1.43]], "smiles": "CC=C(C)C.O.O", "de_lowest_kj_mol": 63.15, "energy_ha": -349.35175, "max_force_ev_per_a": 1.54}

---

Record 4
{"formula": "C5H14O2", "method": "ωB97M-V with the def2-TZVPD basis set", "elements": ["C", "C", "C", "C", "C", "H", "H", "H", "H", "H", "H", "H", "H", "H", "H", "H", "H", "O", "H", "H", "O"], "xyz": [[-0.47, 1.77, 2.14], [-0.81, 0.60, 1.09], [-0.02, 0.39, 0.03], [0.47, -0.94, -0.38], [-1.71, -0.60, 1.72], [-1.35, 1.98, 2.78], [0.44, 1.57, 2.68], [-0.21, 2.50, 1.41], [0.64, 1.20, -0.33], [1.47, -1.16, 0.00], [0.40, -1.05, -1.51], [-0.09, -1.83, -0.12], [-1.75, -1.34, 0.93], [-1.19, -1.02, 2.59], [-2.70, -0.29, 2.04], [-0.90, 1.99, -2.06], [-1.09, 3.42, -2.08], [-1.64, 2.62, -2.03], [3.10, -2.85, -3.52], [3.56, -3.80, -2.37], [3.86, -3.16, -3.02]], "smiles": "CC=C(C)C.O.O", "de_lowest_kj_mol": 178.35, "energy_ha": -349.30787, "max_force_ev_per_a": 3.41}

---

Record 5
{"formula": "C5H14O2", "method": "ωB97M-V with the def2-TZVPD basis set", "elements": ["C", "C", "C", "C", "C", "H", "H", "H", "H", "H", "H", "H", "H", "H", "H", "H", "H", "O", "H", "H", "O"], "xyz": [[2.33, 0.08, 1.25], [1.59, 1.34, 0.96], [0.71, 1.30, -0.26], [0.55, 0.27, -1.05], [0.33, 0.54, -2.53], [2.91, 0.20, 2.20], [2.97, -0.27, 0.43], [1.85, -0.80, 1.44], [2.18, 2.27, 1.00], [0.80, 1.53, 1.73], [0.32, 2.31, -0.71], [0.44, -0.79, -0.48], [0.21, 1.61, -2.61], [-0.56, 0.02, -2.80], [1.18, 0.19, -3.15], [-1.66, -2.43, 2.10], [-2.57, -2.04, 1.11], [-1.95, -2.80, 1.23], [-2.65, -0.35, -0.82], [-2.04, 0.68, 0.06], [-2.60, -0.11, 0.06]], "smiles": "C/C=C/CC.O.O", "de_lowest_kj_mol": 204.22, "energy_ha": -349.29802, "max_force_ev_per_a": 3.40}

---

Record 6
{"formula": "C5H14O2S", "method": "ωB97M-V with the def2-TZVPD basis set", "elements": ["C", "O", "C", "C", "C", "S", "C", "H", "H", "H", "H", "H", "H", "H", "H", "H", "H", "H", "H", "H", "H", "O"], "xyz": [[-2.63, -0.81, 0.06], [-2.97, -0.22, 1.34], [-1.25, -1.42, 0.22], [-0.21, -0.33, 0.60], [1.20, -0.88, 0.49], [1.88, -1.11, -1.19], [2.55, 0.54, -1.48], [-2.77, 0.01, -0.65], [-3.40, -1.55, -0.15], [-3.25, -0.90, 1.97], [-1.27, -2.13, 1.04], [-0.82, -1.89, -0.67], [-0.37, 0.01, 1.62], [-0.42, 0.54, -0.01], [1.23, -1.82, 1.05], [1.92, -0.21, 0.95], [2.75, 1.05, -0.55], [3.55, 0.45, -1.90], [1.89, 1.09, -2.13], [0.53, 3.59, -0.80], [0.90, 3.17, 0.55], [0.96, 2.84, -0.36]], "smiles": "CSCCCCO.O", "de_lowest_kj_mol": 43.14, "energy_ha": -747.54301, "max_force_ev_per_a": 1.71}

---

Record 7
{"formula": "C5H14O2SSi", "method": "ωB97M-V with the def2-TZVPD basis set", "elements": ["C", "C", "C", "C", "C", "O", "O", "Si", "S", "H", "H", "H", "H", "H", "H", "H", "H", "H", "H", "H", "H", "H", "H"], "xyz": [[-4.43, -0.45, 0.36], [1.71, -0.72, 1.62], [1.04, -1.34, -1.34], [2.94, 1.06, -0.82], [-4.43, 0.63, -0.39], [0.61, 2.37, 1.14], [-0.45, 1.91, -1.22], [1.52, 0.01, -0.11], [-0.17, 1.27, 0.12], [-5.35, -1.15, 0.45], [0.39, 3.31, 0.89], [-3.50, -0.69, 0.94], [2.14, -1.63, 1.72], [2.19, -0.07, 2.33], [0.79, -0.85, 2.19], [1.04, -1.12, -2.34], [1.66, -2.13, -1.24], [0.09, -1.61, -1.25], [2.53, 1.58, -1.59], [3.40, 1.63, -0.06], [3.73, 0.41, -1.24], [-3.59, 1.19, -0.65], [-5.36, 1.10, -0.78]], "de_lowest_kj_mol": 259.01, "energy_ha": -1036.98218, "max_force_ev_per_a": 4.55}

---

Record 8
{"formula": "C5H14O3", "method": "ωB97M-V with the def2-TZVPD basis set", "elements": ["O", "O", "C", "C", "C", "C", "C", "H", "H", "H", "H", "H", "H", "H", "H", "H", "H", "H", "H", "O", "H", "H"], "xyz": [[2.75, 0.37, 4.48], [0.98, 1.34, 3.38], [3.84, 0.74, 5.27], [2.11, 1.59, 4.09], [0.00, 0.00, 0.00], [1.21, 0.64, 2.19], [-0.08, 0.38, 1.48], [4.42, -0.18, 5.49], [3.44, 1.13, 6.21], [4.53, 1.49, 4.84], [1.74, 2.22, 4.92], [2.77, 2.22, 3.46], [0.71, 0.68, -0.50], [-1.01, 0.20, -0.40], [0.27, -1.04, -0.25], [1.75, -0.33, 2.30], [1.83, 1.30, 1.55], [-0.67, 1.31, 1.50], [-0.69, -0.42, 1.94], [5.03, -2.14, 2.55], [4.32, -1.52, 2.84], [5.56, -1.63, 1.90]], "smiles": "CCCOCOC.O", "de_lowest_kj_mol": 79.95, "energy_ha": -424.57578, "max_force_ev_per_a": 1.67}